1.
Formula: C13H27ClIO24PS6
Source: OMol25
Level of theory: the ωB97M-V functional and the def2-TZVPD basis

Calculated values
- orbital gap (eV) = 8.871
- E_HOMO (eV) = -8.75
- LUMO (eV) = 0.117

ORCA input file:
```
! wB97M-V def2-TZVPD RIJCOSX def2/J DEFGRID3
* xyz 0 1
O -3.4460 6.3587 -4.0936
S -3.4793 5.0253 -3.5466
O -4.5276 4.1021 -4.4078
C -5.7136 4.8047 -4.8327
C -7.0001 3.9446 -4.7020
C -6.7633 2.4318 -4.5214
I -6.3886 2.0216 -2.4487
O -2.0030 4.3727 -4.0307
P -1.4286 2.9852 -3.2555
O -1.8758 1.8198 -4.3061
Cl -2.6281 2.8026 -1.5707
H -5.5745 5.0307 -5.8974
H -5.8858 5.7310 -4.2754
H -7.5248 4.2931 -3.8025
H -7.6751 4.1605 -5.5391
H -7.7058 1.9384 -4.7827
H -5.9257 2.0994 -5.1360
H -1.0541 1.4062 -4.6082
C -7.2934 0.5907 -8.5892
C -8.0780 1.5832 -9.4214
O -9.3902 1.5761 -8.8456
S -9.2799 1.3072 -7.2690
O -9.3312 2.5553 -6.5941
O -10.1333 0.2277 -6.9367
O -7.7615 0.7891 -7.2498
H -7.5154 -0.4379 -8.8804
H -6.2206 0.7580 -8.6439
H -8.1212 1.3077 -10.4715
H -7.6703 2.5924 -9.3272
C 1.4266 -0.3298 1.3178
C 0.0413 -0.9266 1.3972
O -0.7095 -0.2128 0.4019
S 0.2520 0.1772 -0.8167
O 0.1000 -0.7830 -1.8521
O 0.1205 1.5678 -1.0635
O 1.6502 -0.0965 -0.0799
H 1.4764 0.6305 1.8358
H 2.1862 -0.9976 1.7186
H -0.4108 -0.8081 2.3778
H 0.0478 -1.9846 1.1268
C 4.3790 -4.8981 0.7020
C 3.4570 -3.8036 0.2115
O 2.3590 -3.8417 1.1215
S 2.8837 -4.2691 2.5950
O 2.9992 -3.0733 3.3378
O 2.0982 -5.3642 3.0350
O 4.3090 -4.8287 2.1286
H 4.0273 -5.8834 0.3876
H 5.4051 -4.7572 0.3697
H 3.1164 -3.9703 -0.8073
H 3.9278 -2.8191 0.2797
C 7.5602 -1.8463 5.6723
C 8.0175 -2.0097 4.2372
O 7.6091 -3.3305 3.8779
S 6.2431 -3.6930 4.6580
O 5.1450 -3.4611 3.7875
O 6.4266 -4.9320 5.3207
O 6.2970 -2.5069 5.7355
H 8.2410 -2.3433 6.3672
H 7.4533 -0.8021 5.9565
H 9.0933 -1.9001 4.1249
H 7.5092 -1.3030 3.5758
C 4.2593 1.0380 8.2318
C 5.4579 0.8681 9.1407
O 5.3360 -0.4619 9.6506
S 4.6527 -1.4056 8.5387
O 5.6682 -2.1042 7.8347
O 3.5522 -2.0694 9.1320
O 4.1067 -0.2305 7.5869
H 3.3518 1.2426 8.8037
H 4.4052 1.8225 7.4932
H 5.4720 1.5886 9.9543
H 6.3947 0.9344 8.5811
*
```

Taken from the Mulliken analysis, the atomic charges in e are: O -0.530; S 0.661; O -0.168; C -0.558; C -0.530; C -0.839; I 0.007; O -0.224; P 0.402; O -0.432; Cl -0.204; H 0.255; H 0.442; H 0.331; H 0.317; H 0.316; H 0.379; H 0.352; C -0.325; C -0.335; O -0.310; S 1.109; O -0.497; O -0.553; O -0.249; H 0.260; H 0.323; H 0.316; H 0.283; C -0.128; C -0.284; O -0.315; S 1.117; O -0.572; O -0.497; O -0.306; H 0.296; H 0.080; H 0.340; H 0.260; C -0.313; C -0.356; O -0.310; S 1.290; O -0.434; O -0.656; O -0.240; H 0.232; H 0.329; H 0.356; H 0.222; C -0.296; C -0.399; O -0.378; S 0.883; O -0.423; O -0.609; O -0.084; H 0.299; H 0.286; H 0.334; H 0.275; C -0.330; C -0.323; O -0.325; S 1.046; O -0.391; O -0.565; O -0.281; H 0.288; H 0.307; H 0.323; H 0.253


2.
Formula: C13H27FGaO5S
Source: OMol25
Level of theory: the ωB97M-V functional and the def2-TZVPD basis

Calculated values
- orbital gap (eV) = 6.930
- E_HOMO (eV) = -4.45
- LUMO (eV) = 2.480

ORCA input file:
```
! wB97M-V def2-TZVPD RIJCOSX def2/J DEFGRID3
* xyz -1 1
C -1.6927 1.3343 -2.2717
C -1.9867 -0.0686 -1.7973
F -2.1653 -0.8319 -3.0122
C -0.9330 -0.7048 -0.9406
Ga 0.0036 0.4918 0.4649
C 2.0122 0.5066 -0.0151
C 2.8650 1.1066 1.1120
C 3.1687 2.6107 0.8713
C 2.9336 3.3683 2.1480
O 3.1344 4.7980 1.9593
C 2.2858 5.5227 2.7318
O 1.5129 6.3487 2.2858
C -0.1226 -0.5164 2.2576
C -1.4554 -0.4962 3.0160
C -1.9581 0.8469 3.4407
O -1.4933 1.9360 3.1835
O -3.0531 0.7336 4.2632
H -1.8638 2.0592 -1.4855
H -0.6861 1.4363 -2.6662
H -2.3894 1.5760 -3.0780
H -2.9628 -0.0803 -1.3137
H -0.2037 -1.1879 -1.5851
H -1.3951 -1.5182 -0.3729
H -0.5047 2.0084 0.4814
H 2.2826 -0.5453 -0.1245
H 2.1862 1.0111 -0.9639
H 3.8054 0.5614 1.1960
H 2.3367 1.0311 2.0628
H 2.5175 2.9641 0.0802
H 4.2108 2.6850 0.5680
H 1.8981 3.1893 2.4402
H 3.5721 2.9835 2.9436
H 2.4315 5.3491 3.8090
H 0.6633 -0.2253 2.9556
H 0.0601 -1.5618 2.0040
H -2.2189 -1.0407 2.4645
H -1.3524 -1.0467 3.9576
H -3.3935 1.6277 4.3628
C -0.3645 -4.7266 -4.7954
S -1.0209 -3.8651 -3.3537
O 0.0016 -4.0112 -2.2902
C -2.3035 -5.0771 -2.9967
H 0.4863 -4.1545 -5.1586
H -0.0406 -5.7296 -4.5136
H -1.1305 -4.7754 -5.5703
H -1.8516 -6.0574 -2.8386
H -3.0123 -5.1102 -3.8248
H -2.8135 -4.7553 -2.0916
*
```

Taken from the Mulliken analysis, the atomic charges in e are: C -1.393; C 0.771; F -0.386; C -0.950; Ga -0.347; C -1.081; C -0.396; C -0.573; C -0.523; O -0.319; C 0.203; O -0.493; C -0.916; C -0.709; C 0.602; O -0.534; O -0.479; H 0.311; H 0.256; H 0.439; H 0.113; H 0.368; H 0.359; H -0.281; H 0.436; H 0.500; H 0.371; H 0.169; H 0.319; H 0.203; H 0.411; H 0.274; H 0.365; H 0.460; H 0.494; H 0.234; H 0.391; H 0.333; C -1.071; S 0.776; O -0.642; C -1.029; H 0.308; H 0.322; H 0.348; H 0.331; H 0.355; H 0.300


3.
Formula: C13H27FN4O7P3
Source: OMol25
Level of theory: the ωB97M-V functional and the def2-TZVPD basis

Calculated values
- orbital gap (eV) = 6.207
- E_HOMO (eV) = -11.73
- LUMO (eV) = -5.525
- energy relative to the best compared isomer or geometry (same formula, charge and spin) (kcal per mole) = 190.16

ORCA input file:
```
! wB97M-V def2-TZVPD RIJCOSX def2/J DEFGRID3
* xyz 1 1
C -0.4507 -2.0947 -0.0698
C -1.6432 -1.7641 -1.1950
C -2.1886 -0.1943 -1.0057
F -2.8039 0.3616 -2.2333
C -1.0370 0.7512 -0.3173
C -1.3573 1.1958 1.2279
O -2.4779 0.9107 2.1374
C -3.6093 1.7776 1.7733
C -5.0283 0.9640 2.0697
C -6.2025 1.8353 1.2669
O -5.0118 -0.4347 1.5694
N -0.0994 1.9848 1.5166
P -0.0596 2.6092 3.1862
N 0.6919 4.0307 3.3702
C 0.8813 2.0613 0.3673
P 2.5788 2.9356 0.3988
N 3.6475 2.3868 -0.6947
N 0.2916 1.2747 -0.8222
P 0.9791 0.9623 -2.4374
O 2.1114 -0.1739 -2.3209
O -0.1584 0.3899 -3.6268
O 1.7798 2.3703 -3.1537
H -0.7341 -1.6914 0.9980
H -0.2457 -3.2447 0.0351
H 0.5743 -1.6021 -0.4212
H -1.2358 -1.9685 -2.2790
H -2.5357 -2.4962 -0.9004
H -3.0646 -0.2846 -0.2001
H -3.6029 2.0144 0.6235
H -3.6777 2.7753 2.4120
H -5.3036 1.0063 3.2226
H -5.8235 2.2611 0.2317
H -7.1112 1.0991 1.1342
H -6.5137 2.7556 1.9477
H -4.8777 -1.0654 2.3518
H -1.4496 2.8275 3.6041
H 0.4853 1.5447 4.0199
H 1.0573 4.3144 2.4349
H 3.1777 2.7265 1.7071
H 2.3619 4.3398 0.0876
H 4.5023 2.0467 -0.1870
H -0.7422 1.1391 -3.9841
H 1.2602 3.2057 -2.9619
O 2.3998 -5.5279 -1.4285
C 3.2702 -4.6959 -1.2328
O 3.4161 -3.9931 -0.0714
C 4.4616 -3.0355 -0.2317
C 5.3080 -3.5564 -1.3636
C 4.2985 -4.2623 -2.2331
H 4.0126 -2.0634 -0.4615
H 5.0310 -2.9519 0.6986
H 5.8609 -2.7703 -1.8848
H 6.0341 -4.2833 -0.9798
H 3.8335 -3.5815 -2.9516
H 4.7396 -5.1218 -2.7431
*
```

Taken from the Mulliken analysis, the atomic charges in e are: C -0.606; C -0.547; C 0.587; F -0.363; C -0.026; C 0.090; O -0.315; C -0.430; C 0.084; C -1.049; O -0.532; N 0.238; P 0.392; N -0.648; C -0.133; P 0.068; N -0.564; N 0.430; P 0.441; O -0.464; O -0.406; O -0.430; H 0.159; H 0.387; H 0.063; H 0.272; H 0.329; H -0.095; H 0.281; H 0.370; H 0.357; H 0.294; H 0.310; H 0.312; H 0.338; H 0.128; H 0.169; H 0.192; H 0.191; H 0.183; H 0.246; H 0.336; H 0.348; O -0.598; C 0.498; O -0.355; C -0.236; C -0.522; C -0.312; H 0.122; H 0.317; H 0.325; H 0.268; H 0.220; H 0.284


4.
Formula: C13H27KN3O3V
Source: OMol25
Level of theory: the ωB97M-V functional and the def2-TZVPD basis

Calculated values
- orbital gap (spin up / spin down) (eV) = 6.218 / 6.103
- E_HOMO (spin up / spin down) (eV) = -15.59 / -15.54
- LUMO (spin up / spin down) (eV) = -9.372 / -9.436

ORCA input file:
```
! wB97M-V def2-TZVPD RIJCOSX def2/J DEFGRID3
* xyz 2 1
N -1.9178 -0.7922 -0.1697
C -2.6437 -1.7677 -0.3330
O -3.8368 -2.2310 0.0391
K -3.0207 -1.0668 2.0890
V -0.2942 0.0228 -0.1790
N -0.0585 1.6293 -0.9887
N 0.7677 -1.0249 -1.1407
C -0.5173 2.2055 -2.2748
C 0.5073 -2.2288 -1.9325
C -0.6241 3.7302 -2.3175
C 0.4954 1.8116 -3.3375
C -1.8479 1.5330 -2.6188
C 0.2428 -3.4042 -0.9863
C 1.7209 -2.5608 -2.8057
C -0.6939 -1.9803 -2.8480
H -1.3588 4.1235 -1.6280
H -0.9570 3.9822 -3.3371
H 0.3490 4.2334 -2.1780
H 1.4308 2.3730 -3.1972
H 0.0775 2.0159 -4.3253
H 0.7360 0.7445 -3.2515
H -1.6501 0.4669 -2.8881
H -2.2380 2.0957 -3.5061
H -2.5724 1.5943 -1.7600
H 1.1408 -3.5687 -0.3603
H 0.0622 -4.2830 -1.6173
H -0.6375 -3.2190 -0.3489
H 2.6114 -2.8070 -2.2023
H 1.9599 -1.7017 -3.4656
H 1.4645 -3.4334 -3.4255
H -0.8410 -2.9157 -3.4330
H -0.4407 -1.1453 -3.5284
H -1.5968 -1.7538 -2.2523
C 0.9281 2.4216 -0.2427
H 1.0615 1.9074 0.7252
H 1.9520 2.5963 -0.6877
H 0.4639 3.4404 -0.1084
C 2.1175 -0.7378 -0.6624
H 2.0637 -0.2194 0.3229
H 2.6314 -1.7005 -0.5183
H 2.6521 -0.0999 -1.3898
C 1.5653 -0.9606 3.6549
O 1.4028 -0.2124 2.4439
C 0.1759 0.0056 1.9476
O -0.8283 0.0670 2.7196
H 1.0912 -0.5463 4.5187
H 2.6214 -1.0325 3.7499
H 1.1664 -2.0110 3.4848
*
```

Taken from the Mulliken analysis, the atomic charges in e are: N -0.980; C 0.905; O -0.567; K 0.985; V 0.122; N 0.607; N 1.448; C 1.182; C 0.324; C -1.930; C -1.233; C -1.547; C -1.339; C -1.543; C -1.298; H 0.440; H 0.475; H 0.477; H 0.398; H 0.437; H 0.115; H 0.249; H 0.475; H 0.246; H 0.333; H 0.488; H 0.195; H 0.425; H 0.359; H 0.468; H 0.574; H 0.287; H 0.192; C -1.102; H 0.335; H 0.302; H 0.478; C -0.940; H 0.325; H 0.477; H 0.277; C -0.687; O -0.311; C 0.964; O -0.764; H 0.308; H 0.271; H 0.299


5.
Formula: C13H28Cl2N3O
Source: OMol25
Level of theory: the ωB97M-V functional and the def2-TZVPD basis

Calculated values
- orbital gap (eV) = 8.388
- E_HOMO (eV) = -11.76
- LUMO (eV) = -3.369

ORCA input file:
```
! wB97M-V def2-TZVPD RIJCOSX def2/J DEFGRID3
* xyz 1 1
C -1.1957 3.2642 -0.1799
C -1.9579 1.9575 -0.0763
O -3.0918 1.8967 -0.5550
N -1.4136 0.8486 0.6141
C -2.0760 -0.3873 0.1565
C 0.0418 0.6817 0.4657
C 0.6243 -0.1774 1.6057
C 1.8757 0.3981 2.2882
C 3.1876 -0.3125 1.9661
C 3.6988 -0.1780 0.5030
C 3.3585 -1.4577 -0.2249
N 3.7343 -1.3407 -1.6781
C 2.8469 -0.2867 -2.2714
C 3.1720 1.0333 -1.6240
N 3.1148 1.0030 -0.1555
H -1.8736 4.0447 0.1526
H -0.2896 3.3280 0.4080
H -0.9630 3.4491 -1.2253
H -1.5519 -1.2573 0.5440
H -3.0921 -0.4502 0.5148
H -2.0697 -0.4369 -0.9339
H 0.2321 0.1887 -0.4987
H 0.5727 1.6196 0.4554
H 0.7837 -1.2088 1.2916
H -0.1620 -0.2256 2.3582
H 1.7428 0.2698 3.3627
H 1.9524 1.4725 2.1364
H 3.9703 0.0417 2.6324
H 3.0344 -1.3706 2.1850
H 4.7917 -0.0850 0.5423
H 2.2867 -1.6426 -0.2032
H 3.8436 -2.3163 0.2292
H 3.6099 -2.2324 -2.1515
H 4.7047 -1.0325 -1.7344
H 1.8226 -0.6006 -2.0912
H 3.0188 -0.2300 -3.3419
H 4.1230 1.4238 -2.0039
H 2.4115 1.7334 -1.9725
H 3.6397 1.8038 0.1667
Cl -4.9467 -2.6038 0.7598
C -5.8255 -1.5755 -0.4084
C -7.2952 -1.4896 -0.0907
Cl -8.1269 -3.0427 -0.3517
H -5.6578 -1.9850 -1.4008
H -5.3800 -0.5821 -0.3596
H -7.7658 -0.7595 -0.7464
H -7.4605 -1.1912 0.9410
*
```

Taken from the Mulliken analysis, the atomic charges in e are: C -1.117; C 0.639; O -0.578; N 0.057; C -0.960; C -0.272; C -0.842; C -1.074; C -1.152; C 0.487; C -1.252; N -0.061; C -0.509; C -0.808; N -0.169; H 0.384; H 0.383; H 0.269; H 0.316; H 0.277; H 0.341; H 0.079; H 0.257; H 0.336; H 0.661; H 0.444; H 0.406; H 0.438; H 0.285; H 0.377; H 0.365; H 0.398; H 0.372; H 0.365; H 0.347; H 0.381; H 0.416; H 0.362; H 0.318; Cl -0.200; C -0.266; C -0.467; Cl -0.183; H 0.329; H 0.181; H 0.311; H 0.328


6.
Formula: C13H28INO8PS4
Source: OMol25
Level of theory: the ωB97M-V functional and the def2-TZVPD basis

Calculated values
- orbital gap (eV) = 6.545
- E_HOMO (eV) = -5.04
- LUMO (eV) = 1.504

ORCA input file:
```
! wB97M-V def2-TZVPD RIJCOSX def2/J DEFGRID3
* xyz -1 1
C 7.5026 2.1655 -1.4498
C 6.3201 3.1416 -1.5128
C 5.7175 3.3269 -2.9013
I 5.3083 1.4410 -3.8147
S 4.2665 4.4630 -2.8563
O 4.3254 5.1790 -4.1086
O 4.5414 5.2351 -1.6625
N 2.9657 3.6148 -2.6223
S 1.8664 3.3791 -3.7746
O 2.3866 2.8728 -5.0290
O 0.9607 4.5058 -3.8537
P 0.6369 1.8051 -2.9711
C 1.6697 0.3035 -3.1568
C 0.6711 2.1688 -1.1796
H 8.0457 2.1267 -2.3963
H 8.2074 2.4830 -0.6791
H 7.1623 1.1579 -1.2188
H 6.6375 4.1260 -1.1766
H 5.5311 2.8005 -0.8409
H 6.4254 3.8198 -3.5648
H 2.2044 0.3476 -4.1045
H 2.3982 0.2016 -2.3496
H 1.0071 -0.5631 -3.1399
H 0.6121 3.2532 -1.0853
H 1.5843 1.8193 -0.6979
H -0.1879 1.7200 -0.6865
C -1.7155 -0.0595 4.0263
C -1.7204 -1.3282 3.1622
C -1.0715 -0.9674 1.8232
S 0.0758 0.3761 2.1625
O -0.3857 1.5598 1.4840
O 1.4329 -0.0785 2.0018
C -0.3131 0.5280 3.9076
H -1.9709 -0.2746 5.0635
H -2.4464 0.6548 3.6402
H -1.1408 -2.1089 3.6601
H -2.7224 -1.7164 3.0022
H -0.5091 -1.7877 1.3848
H -1.8023 -0.5976 1.1067
H -0.2378 1.5756 4.1891
H 0.4197 -0.0629 4.4569
C -6.8139 -4.0121 0.6361
C -6.0148 -5.3224 0.6756
C -4.5454 -4.9550 0.9150
S -4.5637 -3.4073 1.8341
O -3.9815 -2.3765 1.0135
O -4.1019 -3.6366 3.1799
C -6.3421 -3.1968 1.8355
H -7.8875 -4.1898 0.6763
H -6.5968 -3.4713 -0.2872
H -6.3779 -5.9471 1.4941
H -6.1269 -5.8912 -0.2460
H -4.0110 -5.6939 1.5063
H -4.0126 -4.7672 -0.0151
H -6.5673 -2.1350 1.7700
H -6.7159 -3.6052 2.7740
*
```

Taken from the Mulliken analysis, the atomic charges in e are: C -1.246; C -0.284; C -0.844; I 0.016; S 1.117; O -0.681; O -0.715; N -0.217; S 0.838; O -0.586; O -0.659; P 0.085; C -0.899; C -0.992; H 0.321; H 0.373; H 0.331; H 0.321; H 0.329; H 0.512; H 0.257; H 0.273; H 0.331; H 0.401; H 0.309; H 0.319; C -0.704; C 0.002; C -0.710; S 1.264; O -0.647; O -0.716; C -0.859; H 0.380; H 0.306; H 0.315; H -0.231; H 0.464; H 0.336; H 0.436; H 0.338; C -0.578; C -0.603; C -0.733; S 1.276; O -0.645; O -0.703; C -0.786; H 0.355; H 0.296; H 0.292; H 0.321; H 0.377; H 0.380; H 0.388; H 0.378